ORCA calculation (the ωB97M-V functional and the def2-TZVPD basis) on an isolated molecule of C5H10N2.

As for the net charge: 0. For the total energy, the calculation gives -305.86749 Ha. The HOMO energy (spin up / spin down) is -7.12 / -7.12 eV. The calculation puts the orbital gap (spin up / spin down) at 7.916 / 7.998 eV. As for the multiplicity: 1.

Each atom is followed by the atoms it is bonded to, with distances in Å.
Element x y z (Å)
1 C 2.12 -0.62 0.54  C2 1.500, H8 1.094, H9 1.097, H10 1.101
2 C 1.72 0.38 -0.51  C1 1.500, N3 1.353, H11 1.094
3 N 0.47 0.52 -0.99  C2 1.353, C4 1.365, H12 1.018
4 C -0.18 1.01 0.11  N3 1.365, C5 1.479, H13 1.082
5 C -1.45 0.43 0.58  C4 1.479, C6 1.489, N7 1.471, H14 1.088
6 C -2.36 -0.27 -0.37  C5 1.489, N7 1.456, H15 1.087, H16 1.089
7 N -1.67 -1.03 0.66  C5 1.471, C6 1.456, H17 1.019
8 H 1.25 -1.18 0.90  C1 1.094
9 H 2.59 -0.16 1.41  C1 1.097
10 H 2.85 -1.34 0.13  C1 1.101
11 H 2.54 0.85 -1.06  C2 1.094
12 H 0.17 0.56 -1.96  N3 1.018
13 H 0.18 1.93 0.55  C4 1.082
14 H -1.91 0.97 1.41  C5 1.088
15 H -3.44 -0.18 -0.25  C6 1.087
16 H -2.04 -0.38 -1.40  C6 1.089
17 H -0.86 -1.49 0.24  N7 1.019